Run w
2 unconnected molecules or ions with the total composition C2H4Br2, computed with ωB97M-V/def2-TZVPD.

Last column: Mulliken charge in e.
Cartesian coordinates (Å):
C 1.52 -0.59 -0.77  -0.56
C 0.29 -0.53 -0.36  -0.13
Br -0.60 -2.06 0.26  -0.11
Br -4.30 0.30 -0.16  -0.20
H -4.90 1.05 -1.14  0.19
H 2.14 -1.50 -0.48  0.18
H 2.20 0.10 -1.12  0.33
H -0.44 0.28 -0.55  0.30

SMILES = C=CBr.Br
E_LUMO = 0.74 eV
M = 187.9 g/mol
Kohn-Sham gap = 10.39 eV

***

Run x
C2H4Br2 in the gas phase, computed with ωB97M-V/def2-TZVPD.

Last column: Mulliken charge in e.
Cartesian coordinates (Å):
Br -0.75 -1.15 1.85  -0.14
C -0.08 0.24 0.71  -0.59
C 0.02 -0.25 -0.72  -0.55
Br 1.15 0.95 -1.74  -0.15
H 0.88 0.61 1.06  0.38
H -0.75 1.09 0.78  0.35
H -0.95 -0.27 -1.19  0.35
H 0.48 -1.23 -0.75  0.37

SMILES = BrCCBr
E_LUMO = 0.72 eV
M = 187.9 g/mol
Kohn-Sham gap = 11.14 eV

***

Most stable: run x (next structure +30.4 kcal/mol)

***

Run w
A molecular structure, CH2ClN2OP, computed with ωB97M-V/def2-TZVPD.

Last column: Mulliken charge in e.
Cartesian coordinates (Å):
C -0.95 0.09 -0.05  -0.25
N -0.58 -0.38 1.06  -0.22
N 0.31 -1.35 1.00  -0.18
O -0.42 -0.55 -1.09  -0.28
P 0.67 -1.68 -0.58  0.36
Cl 1.89 1.32 0.12  -0.28
H -1.33 1.21 -0.01  0.50
H 0.42 1.34 -0.45  0.35

E_LUMO = -0.79 eV
M = 124.5 g/mol
Kohn-Sham gap = 9.20 eV

***

Run x
CH2ClN2OP in the gas phase, computed with ωB97M-V/def2-TZVPD.

Last column: Mulliken charge in e.
Cartesian coordinates (Å):
C 0.39 0.06 0.26  -0.06
N 0.96 1.15 -0.52  -0.23
N 2.16 1.35 -0.34  -0.13
O 1.29 -0.76 0.82  -0.55
P 3.03 0.48 0.80  0.49
Cl 4.00 -0.65 -0.49  -0.11
H -0.21 0.60 1.03  0.28
H -0.17 -0.32 -0.49  0.32

SMILES = ClP1N=NCO1
E_LUMO = -0.59 eV
M = 124.5 g/mol
Kohn-Sham gap = 9.08 eV

***

Most stable: run x (next structure +13.6 kcal/mol)

***

Run w
6 unconnected molecules or ions with the total composition C4H21N3O6, computed with ωB97M-V/def2-TZVPD.

Last column: Mulliken charge in e.
Cartesian coordinates (Å):
O 1.73 -0.52 0.41  -0.88
C 0.89 -1.28 0.91  0.74
N 0.72 -2.49 0.34  -0.10
C -0.34 -3.41 0.72  -0.96
C 0.15 -0.94 2.18  -0.80
N 0.54 0.29 2.83  -0.32
C -0.10 1.50 2.35  -0.67
N 0.43 2.07 1.09  -0.41
H 1.27 -2.67 -0.49  0.32
H -0.37 -4.24 0.03  0.36
H -1.32 -2.92 0.65  0.31
H -0.21 -3.78 1.75  0.29
H 0.28 -1.77 2.88  0.33
H -0.93 -0.96 1.91  0.39
H 1.55 0.40 2.90  0.26
H -1.17 1.31 2.17  0.25
H -0.04 2.26 3.14  0.42
H 0.87 1.32 0.56  0.30
H 1.11 2.81 1.20  0.24
H -2.37 0.79 -0.32  0.39
H -1.77 -0.26 -1.27  0.40
O -2.21 -0.17 -0.40  -0.69
H 0.26 1.61 -2.82  0.43
H 0.96 2.58 -1.77  0.29
O 1.05 2.18 -2.65  -0.69
H -1.09 2.70 -0.40  0.36
H -1.58 2.16 -1.73  0.28
O -1.91 2.51 -0.90  -0.76
H 0.07 -0.29 -2.60  0.45
H -1.13 -0.15 -3.60  0.26
O -0.82 0.17 -2.75  -0.75
H 1.75 -0.56 -1.36  0.42
H 2.01 0.31 -2.61  0.36
O 1.70 -0.57 -2.34  -0.82

SMILES = CNC(=O)CNCN.O.O.O.O.O
E_LUMO = 0.48 eV
M = 207.2 g/mol
Kohn-Sham gap = 9.47 eV

***

Run x
6 unconnected molecules or ions with the total composition C4H21N3O6, computed with ωB97M-V/def2-TZVPD.

Last column: Mulliken charge in e.
Cartesian coordinates (Å):
C -1.07 -1.13 -0.42  -1.18
C -0.26 -0.51 -1.56  0.00
C -0.32 1.03 -1.75  -1.13
N -1.64 1.60 -1.85  -0.55
N -1.16 -0.33 0.81  0.02
C -0.61 -0.63 2.01  0.72
N -0.33 -1.92 2.32  -0.31
O -0.51 0.24 2.89  -0.82
H -2.08 -1.25 -0.82  0.22
H -0.79 -2.15 -0.14  0.55
H -0.72 -0.99 -2.41  0.37
H 0.80 -0.71 -1.47  0.27
H 0.29 1.31 -0.90  0.48
H 0.30 1.18 -2.64  0.44
H -2.23 1.46 -1.06  0.19
H -1.64 2.60 -2.00  0.20
H -1.24 0.65 0.65  0.15
H -0.24 -2.66 1.66  0.16
H -0.17 -2.17 3.28  0.24
H -1.67 0.35 -3.69  0.39
H -2.53 -0.55 -4.59  0.30
O -1.68 -0.11 -4.54  -0.68
H -0.63 1.85 2.34  0.41
H -0.76 3.31 1.69  0.23
O -0.41 2.42 1.55  -0.68
H 2.31 2.29 2.82  0.28
H 1.31 2.00 1.72  0.37
O 2.24 1.80 1.99  -0.66
H 1.36 -2.17 0.19  0.28
H 2.44 -3.08 -0.32  0.31
O 1.50 -2.90 -0.42  -0.59
H 3.62 -0.74 2.15  0.27
H 3.08 0.41 1.28  0.38
O 3.43 -0.51 1.24  -0.63

SMILES = NCCCNC(N)=O.O.O.O.O.O
E_LUMO = 0.37 eV
M = 207.2 g/mol
Kohn-Sham gap = 10.13 eV

***

Most stable: run w (next structure +3.9 kcal/mol)

***

Run w
C3H4OS in the gas phase, computed with ωB97M-V/def2-TZVPD.

Last column: Mulliken charge in e.
Cartesian coordinates (Å):
C 0.12 -1.11 -0.48  0.31
C -0.84 -0.03 -0.45  -0.54
C 0.38 -0.04 0.47  -0.12
O 0.40 -2.24 -0.76  -0.37
S 1.68 1.13 0.51  -0.23
H -0.64 0.70 -1.22  0.26
H -1.86 -0.08 -0.08  0.25
H 0.13 -0.47 1.52  0.28
H 0.65 2.15 0.49  0.15

E_LUMO (spin up / spin down) = 0.66 / -2.36 eV
M = 88.1 g/mol
Spin multiplicity = 3
Kohn-Sham gap (spin up / spin down) = 6.75 / 7.38 eV
Expectation value of S² = 2.0087

***

Run x
2 unconnected molecules or ions with the total composition C3H4OS, computed with ωB97M-V/def2-TZVPD.

Last column: Mulliken charge in e.
Cartesian coordinates (Å):
C 0.97 -2.87 -0.58  -0.21
C 0.28 -1.92 -0.94  -0.12
C -0.86 1.55 0.18  -0.84
O 1.62 1.17 0.78  -0.40
S 0.78 1.12 -0.39  0.33
H 1.12 -3.87 -0.32  0.31
H -1.74 1.06 -0.38  0.30
H -1.05 2.60 0.48  0.34
H -1.12 1.16 1.18  0.30

E_LUMO (spin up / spin down) = 1.01 / -3.23 eV
M = 88.1 g/mol
Spin multiplicity = 3
Kohn-Sham gap (spin up / spin down) = 9.60 / 7.12 eV
Expectation value of S² = 2.0119

***

Most stable: run w (next structure +42.1 kcal/mol)

***

Run w
A molecular structure, C9H18BrNOZr, computed with ωB97M-V/def2-TZVPD.

Last column: Mulliken charge in e.
Cartesian coordinates (Å):
Zr 0.20 2.24 2.95  1.44
C -2.40 1.35 0.14  -1.89
C -1.39 0.24 -0.13  1.31
C -1.06 0.38 -1.64  -1.18
C 0.11 -0.48 -2.09  -0.69
C 1.33 -0.02 -1.30  -1.37
C 1.14 -0.20 0.21  1.58
N -0.13 0.44 0.62  1.02
O -0.25 0.47 1.89  -0.60
C 2.32 0.58 0.81  -1.49
C 1.29 -1.69 0.57  -1.61
C -1.98 -1.15 0.09  -1.47
H -2.91 1.27 1.10  0.42
H -3.19 1.20 -0.60  0.33
H -1.98 2.35 0.00  0.48
H -0.79 1.43 -1.77  0.37
H -1.93 0.16 -2.27  0.52
H 0.26 -0.31 -3.16  0.42
H -0.13 -1.55 -2.05  0.35
H 1.65 0.98 -1.61  0.44
H 2.15 -0.67 -1.62  0.48
H 2.09 1.66 0.90  0.25
H 3.21 0.53 0.19  0.43
H 2.56 0.32 1.84  0.20
H 1.03 -1.81 1.63  0.40
H 2.34 -2.01 0.54  0.43
H 0.76 -2.31 -0.14  0.40
H -2.30 -1.31 1.12  0.40
H -1.27 -1.97 -0.02  0.30
H -2.75 -1.42 -0.63  0.40
Br 2.03 1.28 4.42  -0.08

E_LUMO = -10.81 eV
Net charge = +2
M = 327.4 g/mol
Kohn-Sham gap = 5.70 eV

***

Run x
A molecular structure, C9H18BrNOZr, computed with ωB97M-V/def2-TZVPD.

Last column: Mulliken charge in e.
Cartesian coordinates (Å):
Zr 1.78 1.28 -3.23  1.44
C -0.95 -0.94 -2.30  -1.82
C -0.90 -0.43 -0.84  1.44
C -0.98 -1.70 0.01  -1.31
C -0.69 -1.46 1.49  -0.69
C 0.69 -0.78 1.59  -1.14
C 0.82 0.54 0.78  1.26
N 0.42 0.17 -0.60  0.86
O 0.69 1.08 -1.47  -0.43
C 2.30 0.93 0.93  -1.74
C 0.00 1.66 1.41  -1.49
C -2.14 0.46 -0.68  -1.30
H -1.78 -1.61 -2.47  0.42
H 0.01 -1.41 -2.56  0.44
H -1.06 -0.14 -3.05  0.23
H -0.32 -2.53 -0.25  0.40
H -1.94 -2.21 -0.14  0.54
H -0.66 -2.40 2.04  0.45
H -1.46 -0.81 1.91  0.29
H 1.53 -1.45 1.47  0.45
H 0.75 -0.52 2.65  0.39
H 2.49 1.10 1.98  0.45
H 2.53 1.73 0.23  0.39
H 2.93 0.10 0.62  0.40
H 0.39 2.10 2.32  0.46
H -1.05 1.43 1.58  0.25
H -0.14 2.49 0.70  0.35
H -3.07 -0.08 -0.85  0.41
H -2.01 1.28 -1.39  0.40
H -2.27 0.95 0.28  0.26
Br 4.08 1.15 -2.14  -0.09

E_LUMO = -10.83 eV
Net charge = +2
M = 327.4 g/mol
Kohn-Sham gap = 5.66 eV

***

Most stable: run w (next structure +4.8 kcal/mol)

***

Run w
2 unconnected molecules or ions with the total composition C2H2NO3, computed with ωB97M-V/def2-TZVPD.

Last column: Mulliken charge in e.
Cartesian coordinates (Å):
C -2.55 0.15 0.10  0.40
C -1.15 -0.44 0.25  0.23
N -0.68 -1.74 0.35  -0.37
O -2.59 1.04 -0.72  -0.66
O -3.29 -0.46 0.88  -0.66
O -0.13 -0.76 -0.60  -0.30
H -0.67 0.53 1.73  0.06
H -0.04 -1.89 1.24  0.30

E_LUMO = 4.10 eV
Net charge = -1
M = 88.0 g/mol
Kohn-Sham gap = 8.26 eV

***

Run x
A gas-phase ion, C2H2NO3 (charge -1), computed with ωB97M-V/def2-TZVPD.

Last column: Mulliken charge in e.
Cartesian coordinates (Å):
O -2.18 -0.63 0.45  -0.64
C -1.09 -0.51 -0.12  0.08
N -0.18 0.37 0.31  -0.15
C 1.24 0.33 -0.16  0.58
O 1.46 -0.35 -1.16  -0.68
O 1.88 1.14 0.56  -0.74
H -1.02 -0.94 -1.16  0.30
H -0.10 0.59 1.29  0.25

SMILES = O=CNC(=O)[O-]
E_LUMO = 4.26 eV
Net charge = -1
M = 88.0 g/mol
Kohn-Sham gap = 9.26 eV

***

Most stable: run x (next structure +143.4 kcal/mol)

***

Run w
C9H11NO2 in the gas phase, computed with ωB97M-V/def2-TZVPD.

Last column: Mulliken charge in e.
Cartesian coordinates (Å):
C -0.18 1.77 -2.97  -0.10
C 0.46 1.35 -1.77  0.37
C 1.63 1.70 -1.17  -0.80
C 1.69 0.92 0.00  -0.37
C 0.57 0.17 0.10  0.43
C -1.33 -1.26 0.91  -0.51
C -1.30 -2.31 2.00  -0.67
C -0.37 -1.74 3.07  -0.56
C 0.66 -0.94 2.29  -0.67
H 0.38 2.51 -3.56  0.30
H 2.38 2.38 -1.58  0.42
H 2.51 1.01 0.74  0.35
H -2.11 -0.49 1.08  0.29
H -1.56 -1.69 -0.04  0.33
H -0.86 -3.22 1.66  0.31
H -2.31 -2.56 2.42  0.33
H -0.98 -1.03 3.68  0.28
H 0.13 -2.50 3.70  0.32
H 1.63 -1.50 2.14  0.28
H 1.00 0.02 2.73  0.36
N 0.03 -0.67 1.00  0.20
O -1.24 1.27 -3.39  -0.55
O -0.18 0.45 -0.95  -0.33

SMILES = O=Cc1ccc(N2CCCC2)o1
E_LUMO = 0.66 eV
M = 165.2 g/mol
Kohn-Sham gap = 8.36 eV

***

Run x
C9H11NO2 in the gas phase, computed with ωB97M-V/def2-TZVPD.

Last column: Mulliken charge in e.
Cartesian coordinates (Å):
C -0.23 1.46 -1.70  -0.74
C -0.72 -0.17 -1.84  0.00
C 0.53 -1.02 -1.83  -0.90
C 0.72 -0.48 0.48  0.82
C 1.47 -0.59 1.67  -0.61
C 0.92 -0.09 2.95  -0.44
C -0.50 0.19 3.01  -0.40
C -1.23 0.01 1.87  -0.90
C -0.60 -0.29 0.57  0.35
H 1.50 1.25 -2.31  0.41
H 0.09 1.61 -0.64  0.37
H -1.09 2.02 -2.01  0.46
H -1.29 -0.17 -2.73  0.52
H 0.20 -2.06 -1.70  0.32
H 1.13 -0.91 -2.66  0.52
H 2.56 -0.72 1.62  0.34
H 1.70 -0.06 3.75  0.32
H -1.20 0.24 3.96  0.21
H -2.21 -0.02 2.01  0.45
H -2.41 -0.65 -0.44  0.17
N -1.47 -0.43 -0.56  -0.22
O 0.70 1.65 -2.75  -0.56
O 1.44 -0.78 -0.72  -0.49

SMILES = OC[C@H]1COc2ccccc2N1
E_LUMO = 0.89 eV
M = 165.2 g/mol
Kohn-Sham gap = 8.65 eV

***

Most stable: run w (next structure +37.0 kcal/mol)